# 1
{"formula": "C20H56O8", "method": "the ωB97M-V functional and the def2-TZVPD basis", "species": ["C", "C", "C", "O", "H", "H", "H", "H", "H", "H", "H", "H", "C", "C", "C", "O", "H", "H", "H", "H", "H", "H", "H", "H", "C", "C", "C", "O", "H", "H", "H", "H", "H", "H", "H", "H", "C", "C", "C", "O", "H", "H", "H", "H", "H", "H", "H", "H", "C", "C", "O", "H", "H", "H", "H", "H", "H", "C", "C", "O", "H", "H", "H", "H", "H", "H", "C", "C", "O", "H", "H", "H", "H", "H", "H", "C", "C", "O", "H", "H", "H", "H", "H", "H"], "coordinates": [[2.5630, -2.4638, -2.6831], [3.2251, -3.3559, -1.6319], [4.4747, -2.7027, -1.0816], [2.3302, -3.6723, -0.5950], [1.8769, -3.0742, -3.2830], [3.2074, -2.0173, -3.4431], [1.9312, -1.6944, -2.2295], [3.5381, -4.2676, -2.1555], [4.2747, -1.6422, -0.8737], [5.3504, -2.6632, -1.7369], [4.8304, -3.1668, -0.1600], [2.2239, -2.8475, -0.0703], [-1.4120, 6.7310, -1.3634], [-0.7888, 5.3443, -1.5473], [-1.8587, 4.3090, -1.9517], [0.2928, 5.3596, -2.4490], [-0.6471, 7.4529, -1.0748], [-2.1133, 6.6877, -0.5275], [-1.9184, 7.0759, -2.2664], [-0.3802, 5.0413, -0.5797], [-2.7263, 4.4113, -1.3030], [-1.4060, 3.3216, -1.8740], [-2.1096, 4.5271, -2.9913], [0.0469, 5.7968, -3.2705], [1.7903, -1.5392, 3.8144], [1.9124, -2.6038, 2.7378], [0.6841, -3.5199, 2.6593], [2.0285, -1.8918, 1.4807], [1.0061, -0.8186, 3.5641], [2.7436, -1.0287, 3.9418], [1.4548, -1.9255, 4.7828], [2.8242, -3.1846, 2.8559], [0.9969, -4.5483, 2.4756], [-0.0319, -3.2722, 1.8778], [0.1192, -3.4808, 3.5960], [1.1767, -1.4684, 1.3022], [-2.0107, -6.0337, -0.8641], [-1.9588, -4.5444, -0.6246], [-1.8901, -3.7347, -1.9444], [-3.1669, -4.1819, 0.0571], [-2.9646, -6.2329, -1.3596], [-2.0562, -6.6140, 0.0556], [-1.1655, -6.2757, -1.5078], [-1.1301, -4.1790, -0.0013], [-1.1435, -4.1671, -2.6179], [-1.5067, -2.7322, -1.7414], [-2.8766, -3.7168, -2.4024], [-3.1567, -3.2245, 0.2495], [-3.2148, 0.2610, 2.4131], [-3.2447, -1.2482, 2.2313], [-3.5209, -1.5591, 0.8394], [-2.2456, 0.6290, 2.0649], [-3.3825, 0.5496, 3.4501], [-3.8648, 0.8476, 1.7568], [-4.0252, -1.7404, 2.8193], [-2.3211, -1.6734, 2.6220], [-4.4020, -1.1916, 0.7165], [0.4847, 1.1003, 0.0139], [-0.5224, 0.0510, -0.3870], [-0.5860, -1.0036, 0.5871], [1.4563, 0.5885, -0.0168], [0.4355, 1.5737, 0.9907], [0.5086, 1.8332, -0.7970], [-0.3528, -0.3114, -1.4040], [-1.5317, 0.4874, -0.4223], [-1.5137, -1.2401, 0.6719], [5.1269, 2.2334, -1.6635], [3.8988, 1.6584, -2.3705], [3.6830, 2.3522, -3.6001], [4.9165, 3.2347, -1.2855], [6.0027, 2.3666, -2.3011], [5.3802, 1.5515, -0.8488], [3.0896, 1.9213, -1.6841], [4.0269, 0.5937, -2.5693], [2.7580, 2.5911, -3.6819], [-1.9476, 3.4476, 1.8332], [-3.0819, 4.3857, 2.2470], [-2.8524, 4.9328, 3.5280], [-1.8069, 2.7997, 2.6977], [-0.9950, 3.9335, 1.6069], [-2.1741, 2.9608, 0.8807], [-4.0181, 3.8221, 2.1908], [-3.1831, 5.1585, 1.4776], [-3.4641, 4.5305, 4.1481]], "forces_ev_per_a": [[-0.91, -0.45, -0.63], [0.79, 0.27, -0.84], [0.70, 0.92, 0.41], [-0.11, 0.24, -0.13], [-0.11, -0.02, 0.21], [0.41, 0.08, 0.40], [0.29, 0.13, 0.14], [-0.32, -0.20, 0.37], [-0.11, -0.13, 0.27], [-0.32, -0.32, -0.38], [-0.26, -0.09, 0.03], [-0.03, -0.64, 0.18], [0.37, -0.26, 0.35], [-0.96, 0.21, 0.32], [1.00, 0.68, -0.02], [0.49, -0.21, -0.09], [0.05, 0.02, -0.17], [-0.20, 0.07, -0.18], [-0.07, -0.01, 0.00], [0.23, 0.01, -0.10], [-0.12, -0.19, -0.08], [-0.27, -0.15, -0.10], [-0.33, -0.24, 0.02], [-0.17, 0.01, 0.06], [-0.19, -0.10, 0.61], [-1.18, 0.87, -0.84], [0.04, -0.49, 0.61], [0.67, -0.12, 0.06], [0.16, 0.07, -0.33], [-0.10, 0.17, 0.02], [0.37, -0.28, -0.04], [0.03, 0.04, -0.08], [-0.14, -0.02, 0.03], [0.26, 0.33, -0.19], [0.13, -0.21, 0.03], [-0.19, -0.09, 0.11], [-0.21, 0.49, -0.05], [-0.55, 1.33, -0.13], [0.71, -0.53, 0.45], [0.00, 0.10, 0.20], [0.17, -0.05, -0.31], [0.43, 0.05, 0.07], [-0.09, -0.50, 0.15], [0.23, -0.68, -0.10], [-0.21, -0.10, -0.09], [-0.39, 0.15, 0.03], [0.04, 0.07, -0.15], [-0.09, -0.57, -0.13], [0.70, 0.32, -0.34], [-1.26, 0.28, 0.31], [0.75, 0.22, 0.78], [0.18, -0.11, 0.46], [0.10, 0.06, -0.02], [-0.64, -0.49, 0.20], [-0.07, 0.23, 0.08], [0.23, -0.22, -0.75], [0.02, -0.12, -0.44], [1.17, -0.75, -0.96], [-1.51, 0.54, 0.81], [0.44, 0.21, -0.36], [0.10, 0.27, 0.06], [-0.65, -0.08, 0.02], [0.05, 0.25, 0.25], [0.41, -0.25, 0.15], [0.10, 0.12, -0.06], [-0.04, -0.23, -0.15], [0.11, -0.09, -0.22], [0.50, 1.31, 0.14], [0.15, -0.04, -0.15], [-0.15, -0.12, 0.20], [-0.10, -0.39, -0.20], [0.12, 0.23, 0.13], [-0.32, -0.80, -0.10], [-0.30, -0.06, 0.19], [-0.04, -0.05, 0.04], [0.05, 0.45, 0.06], [0.30, -0.37, -1.09], [-0.10, 0.20, -0.05], [0.22, -0.52, -0.45], [-0.11, 0.41, 0.46], [-0.29, -0.50, 0.34], [-0.05, 0.00, 0.28], [0.01, 0.37, 0.37], [0.02, 0.05, 0.04]], "de_lowest_kcal_mol": 20.4, "smiles": "CC(C)O.CC(C)O.CC(C)O.CC(C)O.CCO.CCO.CCO.CCO", "total_energy_ha": -1397.4419, "lumo_ev": 0.20, "gap_ev": 9.68, "multiplicity": 1}

# 2
{"formula": "C9H14N3", "method": "the ωB97M-V functional and the def2-TZVPD basis", "species": ["C", "C", "C", "C", "C", "C", "C", "C", "C", "N", "N", "N", "H", "H", "H", "H", "H", "H", "H", "H", "H", "H", "H", "H", "H", "H"], "coordinates": [[1.2683, -0.0691, -0.2265], [1.9174, 0.2883, -1.4552], [-0.9312, -0.4916, -1.1287], [-0.7402, -0.7418, -2.5503], [-2.1671, -0.1328, -0.2599], [-1.1128, 0.0516, 0.8796], [3.3623, 0.6549, -1.6438], [-0.8818, 1.3292, 1.6004], [-1.1519, -1.0584, 1.8988], [1.0663, 0.7147, -2.2984], [-0.0718, 0.5630, -2.6894], [-0.0569, -0.2285, -0.2116], [1.6353, 0.1198, 0.7507], [-0.1442, -1.6208, -2.7145], [-1.6646, -0.7813, -3.2018], [-2.8912, 0.7817, -0.4731], [-3.0231, -0.8323, -0.1508], [3.8557, -0.3253, -1.7530], [3.7471, 1.2228, -0.7711], [3.4241, 1.4966, -2.3572], [-1.6823, 1.6202, 2.4959], [-0.9444, 2.2811, 0.9574], [-0.0094, 1.3083, 2.3027], [-1.9122, -1.7685, 1.4356], [-1.4394, -0.6719, 2.8986], [-0.1900, -1.6163, 1.8787]], "forces_ev_per_a": [[0.76, 0.24, -1.04], [0.33, -0.53, 3.46], [-4.23, 0.21, -0.58], [-0.81, -0.75, 0.27], [-1.47, 1.84, -0.63], [-0.07, -0.26, 0.64], [-0.34, 0.48, 1.15], [-1.70, 3.75, 2.11], [-0.61, -1.91, -0.95], [-0.77, 1.41, -2.87], [-0.45, 1.08, -1.22], [0.06, -0.16, 1.02], [0.88, 0.15, 0.53], [0.80, -0.22, -0.38], [1.04, 0.20, 1.14], [2.37, -1.05, -0.10], [1.24, -0.51, 0.19], [0.63, 0.98, -0.52], [-0.21, -1.01, 0.12], [0.19, -1.33, -0.65], [1.33, -1.33, -2.62], [0.62, -1.48, 0.80], [-0.13, -0.06, -1.22], [0.87, 0.42, 1.48], [0.22, -0.64, -0.71], [-0.56, 0.45, 0.57]], "de_lowest_kcal_mol": 112.5, "charge": 1, "smiles": "CC1=C[N+]2=C(CN=N1)CC2(C)C", "total_energy_ha": -515.1925, "lumo_ev": [-3.99, -3.99], "gap_ev": [8.88, 8.88], "multiplicity": 1}

# 3
{"formula": "C42H88O24", "method": "the ωB97M-V functional and the def2-TZVPD basis", "species": ["C", "O", "C", "C", "O", "C", "C", "O", "C", "H", "H", "H", "H", "H", "H", "H", "H", "H", "H", "H", "H", "H", "H", "C", "O", "C", "C", "O", "C", "C", "O", "C", "H", "H", "H", "H", "H", "H", "H", "H", "H", "H", "H", "H", "H", "H", "C", "O", "C", "C", "O", "C", "C", "O", "C", "H", "H", "H", "H", "H", "H", "H", "H", "H", "H", "H", "H", "H", "H", "C", "O", "C", "C", "O", "C", "C", "O", "C", "H", "H", "H", "H", "H", "H", "H", "H", "H", "H", "H", "H", "H", "H", "C", "O", "C", "C", "O", "C", "C", "O", "C", "H", "H", "H", "H", "H", "H", "H", "H", "H", "H", "H", "H", "H", "H", "C", "C", "C", "O", "C", "O", "O", "H", "H", "H", "H", "H", "H", "C", "C", "C", "O", "C", "O", "O", "H", "H", "H", "H", "H", "H", "C", "C", "C", "O", "C", "O", "O", "H", "H", "H", "H", "H", "H"], "coordinates": [[-3.1765, 2.3572, 4.6903], [-2.5074, 1.5273, 3.7790], [-1.5957, 0.5968, 4.2827], [-2.0963, -0.5039, 5.1617], [-3.3800, -1.0137, 4.7215], [-3.7166, -1.2010, 3.3817], [-3.3347, -2.5195, 2.8167], [-1.8993, -2.6110, 2.8016], [-1.3478, -3.8968, 2.9620], [-4.1617, 1.9585, 4.8888], [-3.2408, 3.2828, 4.1309], [-2.6042, 2.7348, 5.5410], [-0.9297, 1.1048, 4.9567], [-1.0117, 0.2537, 3.4135], [-2.2691, -0.1358, 6.1676], [-1.4034, -1.3189, 5.1800], [-3.2864, -0.4707, 2.6777], [-4.8084, -1.1251, 3.4240], [-3.7138, -2.6052, 1.8040], [-3.6766, -3.3973, 3.3890], [-0.3385, -3.7405, 3.2859], [-1.3427, -4.3890, 1.9592], [-1.9331, -4.5124, 3.6270], [-0.7217, 2.0380, -4.1609], [0.3801, 1.7171, -3.2648], [0.8015, 2.8747, -2.5715], [1.6401, 2.3473, -1.3780], [2.2103, 3.4475, -0.7962], [2.9995, 3.2252, 0.3283], [3.5557, 4.5730, 0.8678], [4.5991, 4.9602, 0.0029], [5.0099, 6.2782, 0.2983], [-0.9662, 1.1082, -4.6438], [-0.3083, 2.7002, -4.9173], [-1.5743, 2.4490, -3.6263], [-0.0422, 3.5442, -2.2796], [1.3982, 3.5359, -3.2502], [2.3981, 1.6768, -1.8264], [0.9499, 1.8072, -0.6212], [3.8517, 2.5570, 0.2182], [2.4022, 2.8149, 1.1394], [3.8349, 4.5704, 1.9579], [2.7108, 5.2766, 0.8058], [4.1493, 6.9677, 0.3479], [5.6460, 6.5940, -0.5550], [5.7679, 6.3053, 1.1800], [1.7926, -2.9319, -4.3441], [2.3027, -2.7789, -3.0342], [2.5353, -1.4400, -2.6253], [2.9042, -1.5375, -1.1182], [4.1549, -2.1274, -0.7770], [5.2413, -1.5781, -1.4867], [5.3838, -0.0401, -1.4551], [4.6631, 0.5777, -2.5260], [5.0421, 1.9100, -2.6420], [1.7615, -3.9976, -4.5498], [2.4458, -2.5461, -5.1291], [0.7651, -2.5402, -4.4306], [1.5649, -0.8755, -2.7976], [3.2342, -0.8668, -3.1683], [2.1289, -2.2199, -0.7366], [2.8118, -0.5586, -0.6003], [5.2213, -1.8693, -2.5398], [6.1533, -2.0133, -1.0968], [6.4401, 0.1907, -1.5584], [5.0255, 0.2681, -0.4911], [6.1429, 2.0312, -2.4777], [4.5665, 2.5969, -1.9653], [4.8900, 2.1991, -3.6899], [2.9850, 0.1419, 5.0481], [2.5875, 1.4994, 5.0306], [2.0075, 1.8855, 3.7473], [1.6474, 3.3304, 3.6530], [0.4863, 3.7319, 4.3819], [0.3328, 5.0633, 4.7965], [-0.2650, 5.9599, 3.6801], [0.5130, 6.1528, 2.5327], [-0.1613, 7.0838, 1.6553], [3.2279, -0.1884, 6.0343], [3.9272, -0.0181, 4.4837], [2.2273, -0.4803, 4.5763], [1.1723, 1.1931, 3.5589], [2.7093, 1.7025, 2.9315], [1.5615, 3.6574, 2.6144], [2.5450, 3.9237, 3.9126], [1.2920, 5.5079, 5.1076], [-0.3045, 5.0393, 5.6805], [-0.5763, 6.9500, 4.1188], [-1.2455, 5.4570, 3.3695], [-0.9426, 6.5378, 1.0893], [0.6273, 7.3747, 1.0019], [-0.5925, 7.9127, 2.2472], [2.1074, -6.8410, 1.9742], [1.8777, -6.7083, 0.5604], [1.8463, -5.3561, 0.1290], [1.2729, -5.1421, -1.2734], [-0.0886, -5.5018, -1.3020], [-0.6118, -5.5149, -2.6484], [-2.0885, -5.6899, -2.5639], [-2.6937, -4.5319, -2.0689], [-4.0547, -4.6699, -2.0059], [1.5153, -6.1941, 2.6555], [3.1857, -6.5822, 2.2000], [2.0035, -7.8633, 2.2777], [2.8094, -4.8786, 0.2027], [1.1952, -4.7801, 0.8696], [1.9049, -5.6843, -1.9816], [1.4209, -4.0934, -1.4732], [-0.1942, -6.4157, -3.1868], [-0.3162, -4.6009, -3.1937], [-2.3450, -6.6154, -1.9891], [-2.6355, -5.8892, -3.4872], [-4.4712, -4.9329, -2.9957], [-4.5026, -3.7016, -1.7859], [-4.4116, -5.2911, -1.2491], [-0.7605, 3.2965, 1.3231], [-1.9562, 3.4039, 0.4561], [-3.0577, 2.3063, 0.7683], [-4.1439, 2.9925, 1.4275], [-3.8943, 4.3053, 1.4959], [-4.5552, 5.1658, 1.9833], [-2.7400, 4.5872, 0.7425], [-0.2361, 4.2421, 1.2225], [-0.1172, 2.5577, 0.9451], [-1.0570, 3.1305, 2.3754], [-1.7869, 3.3905, -0.6036], [-2.7177, 1.5761, 1.4747], [-3.4281, 1.6763, -0.0610], [-1.7121, -0.8462, -1.9454], [-1.4535, -1.1703, -0.4832], [-0.7258, -2.5316, -0.2346], [0.1777, -2.1996, 0.8298], [0.2880, -0.9091, 0.9122], [1.0547, -0.3495, 1.6571], [-0.5878, -0.2418, 0.0816], [-0.7408, -0.7892, -2.4059], [-2.2706, 0.0983, -2.0579], [-2.4238, -1.6118, -2.2854], [-2.3606, -1.1989, 0.1082], [-0.1999, -2.9908, -1.0483], [-1.4806, -3.2463, 0.0583], [-2.8943, -2.8877, -5.5021], [-3.8567, -1.7561, -5.7747], [-4.7675, -1.9690, -7.0583], [-5.8906, -2.6693, -6.5240], [-5.9756, -2.3678, -5.1933], [-6.8736, -2.6685, -4.5185], [-4.8413, -1.7266, -4.7876], [-2.0780, -2.9336, -6.2528], [-3.3574, -3.8726, -5.5350], [-2.4403, -2.8109, -4.5025], [-3.3181, -0.8183, -5.7486], [-4.3398, -2.6658, -7.8267], [-5.0573, -1.0336, -7.4865]], "forces_ev_per_a": [[0.22, 1.13, -0.88], [0.08, -0.46, -0.10], [1.13, 0.27, -0.16], [-2.11, -0.46, -1.22], [0.37, 0.19, 1.21], [-0.16, 0.32, -0.12], [1.24, -1.64, 0.41], [-0.48, 0.83, 0.24], [-0.53, 0.17, -1.83], [-0.18, 0.04, 0.58], [-0.81, 0.37, -0.19], [0.17, -0.98, 0.46], [0.99, 0.59, 0.09], [-0.29, -0.12, 0.31], [-0.17, -0.06, 0.15], [0.77, -0.40, 0.10], [-0.24, 0.30, 0.47], [0.05, 0.11, -0.62], [-0.26, -0.06, -0.44], [-0.37, 0.43, 0.03], [0.53, -0.21, 0.30], [0.19, -0.09, 0.64], [-0.09, -0.20, 0.53], [1.84, -0.57, 0.53], [-1.48, 0.49, -0.34], [0.43, 0.20, 0.06], [-1.66, -0.72, -0.46], [0.91, 1.45, 0.22], [0.50, 0.89, 1.93], [-1.02, -0.71, -0.48], [-0.13, 0.44, 0.69], [2.11, 0.13, -0.28], [-0.35, -0.37, -0.15], [-0.40, 0.43, -0.16], [-0.06, 0.16, 0.02], [0.24, -0.70, 0.25], [0.05, -0.55, 0.50], [-0.29, -0.13, 0.46], [1.10, 0.39, -1.28], [0.10, -0.30, -0.65], [-0.28, -0.35, -0.06], [0.14, -0.43, -0.92], [0.14, 0.14, -0.05], [0.41, -0.20, 0.47], [-0.48, -0.08, 0.32], [-1.75, 0.10, -0.88], [0.03, -0.33, 0.18], [0.49, 0.04, -0.75], [-1.84, -0.12, 1.22], [-0.98, 0.20, -0.24], [-0.23, 0.27, -0.50], [0.19, 0.64, -0.74], [-0.45, -1.42, -0.49], [0.40, -0.64, 0.92], [1.61, 0.69, -1.20], [-0.17, -0.26, 0.19], [0.01, 0.55, 0.12], [0.27, 0.19, -0.06], [0.77, -0.28, 0.76], [1.13, 0.02, -1.02], [0.45, 0.30, 0.36], [-0.07, -0.38, -0.45], [-0.17, -0.11, -0.18], [0.04, -0.12, 0.43], [0.23, 0.17, 0.02], [-0.16, 0.65, 0.65], [-0.60, -0.14, -0.04], [-0.55, 0.25, 0.35], [-0.31, 0.15, 0.31], [0.58, 0.35, -1.42], [-0.27, 0.68, -0.63], [-0.17, -1.31, 0.82], [0.47, 1.70, 0.23], [0.26, -1.16, 0.13], [0.98, 0.83, -1.28], [-2.33, -0.61, 0.88], [0.03, 0.46, 0.36], [-0.09, -1.31, 0.69], [-0.33, 0.07, 0.88], [-0.35, 0.21, -0.11], [-0.19, -0.28, 0.14], [-0.01, 0.45, -0.05], [0.35, -0.13, 0.04], [-0.54, -0.49, -0.15], [-0.27, -0.10, 0.75], [0.03, -0.23, -0.02], [-0.27, 0.18, -0.22], [0.42, -0.68, -0.18], [0.92, 0.55, 0.33], [0.14, 0.46, 0.32], [0.30, 0.71, -0.70], [0.23, -0.23, -0.48], [1.75, 1.12, -0.28], [-0.29, 0.01, 0.68], [-1.78, 0.58, 1.29], [0.80, -0.71, 1.35], [-0.34, -0.01, -1.07], [0.96, -1.00, 0.20], [-1.00, -0.87, 0.06], [1.20, 0.47, 0.79], [-1.30, 1.91, -1.57], [-0.18, -0.18, -0.80], [-0.88, -0.10, -0.23], [-0.38, -0.59, -0.19], [0.75, 0.08, -0.17], [0.51, -0.49, -0.86], [-0.27, -0.29, -0.29], [-0.03, 0.40, -0.32], [-0.20, 0.87, 0.32], [-0.18, -0.19, 0.18], [0.36, 0.74, 0.31], [0.75, -0.13, -0.86], [0.01, -0.33, 0.27], [0.17, 0.28, 0.01], [-0.37, -1.66, 1.23], [-0.63, 1.44, 0.59], [-3.22, -1.08, 0.48], [0.29, -0.44, -0.06], [0.23, 0.11, -0.04], [1.24, 0.46, -1.79], [0.11, -0.59, 0.18], [-0.35, 0.14, 0.91], [0.28, 0.16, 0.30], [0.81, -1.33, -0.17], [0.34, -0.05, -0.49], [0.49, 0.22, -0.48], [0.53, -0.17, 0.58], [-0.11, 0.96, -0.11], [-1.19, -0.01, 1.14], [-0.16, -1.40, -0.92], [-1.31, 0.72, 0.12], [-0.39, -1.52, -0.73], [0.53, 2.31, 1.04], [-0.59, -0.11, -0.74], [1.56, 0.34, 1.19], [0.10, -0.12, -0.78], [0.49, -0.12, 0.13], [0.64, -0.08, -0.48], [-0.43, 0.16, 0.09], [0.44, 0.27, -0.60], [0.14, -0.34, 0.50], [0.96, -0.55, -0.16], [-0.10, -0.85, -1.66], [1.57, -1.53, 0.22], [0.17, 0.75, 0.53], [1.61, 0.04, -1.52], [-1.49, -0.31, 1.43], [-1.21, 0.08, 1.13], [-0.40, 0.28, 0.37], [-0.39, 0.01, -0.06], [-0.13, 0.20, -0.28], [-0.11, 0.35, -0.24], [-0.09, 0.93, 0.67], [-0.33, 0.57, -0.35]], "de_lowest_kcal_mol": 0.0, "smiles": "C[C@H]1COC(=O)O1.C[C@H]1COC(=O)O1.C[C@H]1COC(=O)O1.COCCOCCOC.COCCOCCOC.COCCOCCOC.COCCOCCOC.COCCOCCOC", "total_energy_ha": -3458.5417, "lumo_ev": 0.19, "gap_ev": 9.43, "multiplicity": 1}

Q: Number 2 is which compound?
A: C9H14N3

Q: Which value of multiplicity does entry 3 give?
A: 1

Q: Look up the multiplicity of the second one.
A: 1